Below is a molecular structure, C23H42CuN5S3SbSi4, with properties calculated with ωB97M-V/def2-TZVPD.

Properties
Calculated total energy ... -5408.9051 Ha
2S+1 ... 2
Relative energy (zero: lowest compared OMol25 entry of this formula, charge and spin) ... 0.0 kcal/mol
Net charge ... -2

Atoms and positions in Å:
Cu (0.763, -0.118, 2.250)
S (-0.993, -1.676, 2.318)
C (0.123, -2.718, 1.454)
S (1.540, -1.891, 0.997)
C (-0.200, -4.072, 1.082)
C (0.790, -4.894, 0.511)
N (1.581, -5.554, 0.013)
C (-1.479, -4.663, 1.156)
N (-2.486, -5.259, 1.134)
C (1.633, -1.160, 6.239)
C (2.671, -0.423, 5.435)
C (3.937, -0.172, 5.903)
C (4.928, 0.297, 4.964)
C (4.543, 0.554, 3.700)
C (3.172, 0.404, 3.312)
N (2.302, -0.134, 4.170)
N (2.661, 0.619, 2.086)
Si (3.161, 1.572, 0.821)
C (1.860, 2.849, 0.447)
C (3.402, 0.613, -0.759)
C (4.798, 2.582, 1.064)
H (2.080, -1.358, 7.199)
H (1.306, -2.114, 5.787)
H (0.803, -0.472, 6.368)
H (4.195, -0.566, 6.880)
H (5.989, 0.443, 5.272)
H (5.279, 0.893, 2.969)
H (0.896, 2.423, 0.249)
H (2.237, 3.369, -0.504)
H (1.758, 3.573, 1.237)
H (2.584, -0.092, -0.889)
H (4.322, -0.014, -0.667)
H (3.474, 1.256, -1.707)
H (4.735, 3.172, 1.992)
H (4.909, 3.327, 0.244)
H (5.747, 2.069, 0.991)
C (0.429, 2.592, -3.099)
Si (-1.259, 1.988, -2.435)
C (-1.902, 3.217, -1.172)
C (-2.327, 2.102, -3.991)
Sb (-1.005, -0.232, -1.131)
Si (-1.061, -1.757, -3.209)
C (-2.771, -2.091, -4.031)
C (-0.321, -3.388, -2.754)
C (0.048, -1.045, -4.599)
Si (-3.447, -0.443, -0.460)
C (-4.681, -0.080, -1.862)
C (-3.941, 0.868, 0.826)
C (-3.864, -2.222, 0.067)
H (0.272, 3.534, -3.590)
H (0.853, 1.877, -3.805)
H (1.108, 2.652, -2.272)
H (-1.691, 4.254, -1.523)
H (-1.585, 3.125, -0.103)
H (-3.024, 3.083, -1.178)
H (-2.284, 3.145, -4.443)
H (-3.377, 1.812, -3.811)
H (-1.902, 1.372, -4.670)
H (-3.527, -2.545, -3.360)
H (-2.686, -2.788, -4.889)
H (-3.170, -1.112, -4.361)
H (-0.978, -4.038, -2.177)
H (0.594, -3.260, -2.196)
H (-0.146, -3.856, -3.697)
H (-0.053, 0.019, -4.915)
H (-0.072, -1.601, -5.554)
H (1.090, -1.077, -4.301)
H (-4.541, 0.920, -2.255)
H (-5.714, -0.277, -1.541)
H (-4.499, -0.710, -2.716)
H (-4.069, 1.799, 0.265)
H (-3.190, 0.981, 1.562)
H (-4.911, 0.464, 1.210)
H (-3.192, -2.919, -0.463)
H (-4.882, -2.477, -0.137)
H (-3.730, -2.386, 1.213)
S (-2.131, 3.763, 2.854)
C (-1.106, 2.490, 2.529)
N (-0.371, 1.580, 2.457)



Below is a molecular structure, C10H22LiO4, with properties calculated with ωB97M-V/def2-TZVPD.

Properties
Calculated total energy ... -702.5746 Ha
Relative energy (zero: lowest compared OMol25 entry of this formula, charge and spin) ... 93.7 kcal/mol
Net charge ... -1

Atoms and positions in Å:
Li (-21.176, 17.128, -10.951)
C (-20.917, 13.562, -11.856)
O (-20.168, 14.698, -12.155)
H (-21.202, 12.974, -12.727)
H (-20.428, 12.845, -11.197)
H (-21.848, 13.861, -11.374)
C (-19.642, 20.590, -11.655)
O (-19.487, 19.275, -12.120)
H (-20.448, 20.686, -10.927)
H (-18.721, 20.951, -11.197)
H (-19.741, 21.302, -12.474)
C (-22.233, 16.128, -6.259)
C (-22.062, 17.590, -6.149)
C (-21.066, 17.966, -7.223)
O (-20.981, 16.850, -8.072)
C (-21.125, 15.663, -7.273)
H (-23.213, 15.903, -6.679)
H (-22.274, 15.619, -5.296)
H (-21.660, 17.702, -5.142)
H (-22.955, 18.212, -6.218)
H (-20.095, 18.208, -6.791)
H (-21.401, 18.871, -7.729)
H (-20.153, 15.419, -6.846)
H (-21.464, 14.781, -7.818)
C (-24.988, 16.973, -13.105)
C (-25.620, 16.308, -11.966)
C (-24.937, 17.007, -10.768)
O (-23.944, 17.840, -11.382)
C (-24.440, 18.278, -12.613)
H (-25.704, 17.097, -13.918)
H (-24.131, 16.409, -13.473)
H (-25.292, 15.268, -11.974)
H (-26.707, 16.242, -11.927)
H (-24.618, 16.352, -9.957)
H (-25.647, 17.671, -10.277)
H (-23.659, 18.638, -13.282)
H (-25.149, 19.104, -12.560)